{
  "formula": "C33H75AsF6N3O5",
  "method": "ωB97M-V with the def2-TZVPD basis set",
  "lumo_energy_ev": 2.46,
  "homo_lumo_gap_ev": 7.836,
  "charge": -1,
  "molar_mass_g_mol": 782.89,
  "symbols": ["As", "F", "F", "F", "F", "F", "F", "C", "C", "N", "C", "C", "C", "C", "H", "H", "H", "H", "H", "H", "H", "H", "H", "H", "H", "H", "H", "H", "H", "C", "C", "N", "C", "C", "C", "C", "H", "H", "H", "H", "H", "H", "H", "H", "H", "H", "H", "H", "H", "H", "H", "C", "C", "N", "C", "C", "C", "C", "H", "H", "H", "H", "H", "H", "H", "H", "H", "H", "H", "H", "H", "H", "H", "C", "C", "O", "C", "H", "H", "H", "H", "H", "H", "C", "C", "O", "C", "H", "H", "H", "H", "H", "H", "C", "C", "O", "C", "H", "H", "H", "H", "H", "H", "C", "C", "O", "C", "H", "H", "H", "H", "H", "H", "C", "C", "O", "C", "H", "H", "H", "H", "H", "H"],
  "positions_angstrom": [[-0.738, 0.760, -0.049], [-1.602, -0.711, 0.542], [0.822, -0.074, 0.249], [0.202, 2.224, -0.677], [-2.340, 1.566, -0.198], [-0.545, 1.454, 1.658], [-0.841, 0.089, -1.749], [-3.138, -2.420, 3.508], [-2.796, -3.892, 3.429], [-4.010, -4.702, 3.696], [-4.509, -4.658, 5.088], [-6.027, -4.823, 5.200], [-3.852, -6.128, 3.349], [-3.767, -6.325, 1.850], [-3.387, -2.119, 4.526], [-3.967, -2.115, 2.870], [-2.312, -1.756, 3.254], [-2.418, -4.231, 2.464], [-2.010, -4.158, 4.136], [-4.040, -5.377, 5.760], [-4.408, -3.633, 5.444], [-6.308, -5.756, 4.710], [-6.470, -4.825, 6.195], [-6.493, -4.060, 4.576], [-4.842, -6.546, 3.527], [-3.066, -6.657, 3.888], [-4.382, -5.549, 1.396], [-4.211, -7.288, 1.595], [-2.748, -6.255, 1.471], [0.719, 2.220, -6.268], [-0.728, 2.730, -6.203], [-1.365, 2.406, -4.915], [-0.653, 2.850, -3.689], [-0.437, 4.350, -3.537], [-2.751, 2.884, -4.997], [-3.620, 2.415, -3.796], [1.354, 2.823, -5.619], [1.064, 2.468, -7.271], [0.873, 1.150, -6.130], [-0.777, 3.802, -6.394], [-1.343, 2.200, -6.930], [-1.094, 2.404, -2.798], [0.288, 2.302, -3.666], [-1.410, 4.836, -3.460], [0.003, 4.574, -2.565], [0.135, 4.809, -4.344], [-3.231, 2.522, -5.907], [-2.781, 3.972, -5.049], [-4.640, 2.754, -3.974], [-3.255, 2.827, -2.855], [-3.580, 1.334, -3.667], [3.389, 1.954, 1.606], [4.524, 1.019, 1.240], [5.884, 1.675, 1.340], [6.488, 1.882, 0.033], [5.739, 2.947, -0.816], [6.727, 0.910, 2.214], [6.120, 0.965, 3.603], [2.475, 1.435, 1.316], [3.527, 2.871, 1.033], [3.315, 2.194, 2.666], [4.442, 0.121, 1.852], [4.404, 0.778, 0.184], [6.548, 0.926, -0.486], [7.491, 2.234, 0.273], [4.706, 2.662, -1.014], [6.243, 3.215, -1.745], [5.619, 3.873, -0.253], [6.850, -0.114, 1.862], [7.743, 1.303, 2.258], [5.330, 0.232, 3.764], [6.843, 0.908, 4.416], [5.723, 1.954, 3.831], [3.785, -0.444, -5.123], [2.915, -0.342, -3.859], [1.707, -0.154, -3.965], [3.626, -0.407, -2.545], [4.121, 0.515, -5.518], [3.221, -0.963, -5.898], [4.676, -1.023, -4.877], [2.918, -0.431, -1.717], [4.344, 0.409, -2.460], [4.131, -1.372, -2.502], [0.788, 0.668, 4.374], [1.688, -0.554, 4.203], [2.611, -0.819, 5.000], [1.470, -1.413, 2.980], [0.981, 1.444, 3.634], [1.029, 1.129, 5.332], [-0.264, 0.388, 4.439], [1.767, -2.454, 3.107], [2.074, -1.030, 2.157], [0.414, -1.375, 2.713], [-4.183, -2.333, -0.789], [-4.452, -1.172, -1.665], [-3.855, -1.006, -2.749], [-5.474, -0.196, -1.122], [-3.658, -2.044, 0.121], [-3.526, -3.051, -1.281], [-5.136, -2.809, -0.556], [-5.580, 0.575, -1.885], [-5.058, 0.272, -0.230], [-6.400, -0.684, -0.815], [-1.620, 5.056, 0.607], [-0.185, 5.435, 0.358], [0.079, 6.388, -0.395], [0.829, 4.743, 1.194], [-1.759, 4.194, -0.045], [-2.354, 5.785, 0.265], [-1.855, 4.762, 1.630], [1.827, 4.939, 0.800], [0.574, 3.694, 1.341], [0.809, 5.146, 2.207], [1.608, -2.942, -0.955], [0.086, -3.137, -0.823], [-0.617, -3.040, -1.827], [-0.487, -3.513, 0.534], [1.839, -1.930, -0.620], [1.955, -3.095, -1.976], [1.967, -3.708, -0.269], [-0.246, -2.751, 1.276], [-0.255, -4.527, 0.858], [-1.573, -3.438, 0.482]],
  "atomic_forces_ev_per_a": [[0.16, 0.21, -0.85], [0.86, 1.42, -0.17], [-1.09, 0.54, -0.40], [-1.45, -1.81, 0.85], [1.79, -0.55, 0.08], [-0.50, -0.86, -2.04], [0.22, 1.19, 2.67], [0.34, 0.71, 0.02], [-0.93, -0.66, 0.40], [0.09, -0.97, 0.79], [-0.68, 1.37, -0.01], [-0.18, -0.66, -1.46], [-1.29, 0.88, -0.93], [0.36, 0.13, -0.22], [-0.15, -0.18, 0.08], [-0.05, -0.33, -0.09], [0.26, -0.22, -0.24], [-0.15, 0.43, -0.16], [0.32, 0.11, 0.35], [0.52, 0.02, 0.06], [0.83, -0.14, 0.29], [-0.24, -0.23, 0.18], [0.42, 0.14, 0.09], [-0.11, 0.21, 0.22], [0.24, -0.34, 0.86], [0.11, -0.04, 0.30], [0.08, -0.01, -0.19], [0.28, -0.09, -0.18], [-0.07, -0.07, -0.22], [-0.16, 0.97, -0.85], [0.36, -1.34, 1.46], [-0.64, 0.33, -0.05], [0.50, -0.70, -0.64], [-0.68, -0.13, 0.55], [-0.11, -0.68, 1.43], [0.67, 0.25, -0.51], [0.06, -0.32, 0.29], [0.19, -0.09, -0.26], [-0.32, 0.15, 0.40], [0.14, 0.37, -0.29], [0.09, 0.17, -0.31], [-0.61, 0.29, -0.23], [0.28, 0.18, -0.31], [-0.12, 0.24, -0.32], [0.44, -0.07, -0.13], [0.06, -0.03, 0.04], [0.24, -0.18, -0.16], [-0.09, 0.48, -0.07], [-0.13, -0.08, 0.17], [-0.10, 0.22, -0.01], [-0.10, -0.04, -0.24], [-0.01, -0.19, -0.23], [0.81, 1.09, -0.13], [-1.19, -0.19, -0.32], [-0.44, 0.83, 0.19], [-0.02, -0.17, 0.74], [0.08, 0.23, 0.73], [0.15, 0.19, 1.05], [-0.31, 0.35, -0.09], [-0.38, 0.07, 0.10], [0.28, -0.01, 0.05], [0.35, -0.17, -0.19], [-0.18, -0.48, -0.02], [0.19, -0.23, -0.48], [0.20, 0.00, -0.42], [0.06, -0.31, -0.31], [0.03, -0.33, -0.04], [0.30, 0.03, 0.23], [-0.07, -0.55, -0.01], [0.01, 0.41, -0.21], [0.08, 0.04, 0.11], [0.32, -0.76, -0.12], [-0.37, 0.11, -0.58], [-0.06, -0.63, 0.50], [-1.66, 1.16, -1.12], [1.76, -0.49, 0.28], [-0.40, -0.64, 0.32], [-0.22, 0.17, 0.23], [-0.01, 0.10, 0.02], [0.13, -0.04, -0.17], [-0.03, 0.50, -0.13], [0.08, -0.06, 0.06], [0.47, 0.04, -0.02], [0.66, -0.14, 1.06], [1.97, -0.47, 1.15], [-2.04, 0.73, -1.48], [-0.35, -0.05, 0.22], [-0.30, -0.39, -0.42], [0.15, -0.12, 0.13], [-0.01, 0.03, -0.56], [0.08, 0.09, 0.40], [-0.21, 0.27, -0.10], [0.11, 0.11, -0.32], [0.48, -1.02, -0.06], [1.43, 0.69, -2.28], [-1.80, -0.27, 2.57], [0.69, 0.34, -0.54], [-0.26, 0.26, 0.15], [-0.06, 0.05, -0.17], [0.00, -0.09, 0.30], [-0.48, 0.02, 0.16], [0.13, 0.02, 0.09], [-0.06, 0.02, -0.28], [-0.28, -0.39, -0.62], [-0.55, 2.90, -0.34], [-0.07, -1.97, 1.09], [0.45, -0.21, 0.10], [-0.23, -0.47, 0.16], [0.39, 0.29, 0.01], [0.28, -0.13, -0.03], [-0.04, -0.38, -0.04], [0.28, -0.13, -0.39], [-0.20, 0.39, 0.07], [-1.27, -0.44, 0.69], [-0.41, 0.17, -2.36], [0.69, -0.35, 1.73], [-0.82, 0.68, -0.20], [0.14, -0.18, 0.19], [-0.22, -0.02, 0.11], [0.86, 0.21, 0.01], [0.52, -0.28, 0.08], [0.45, 0.09, 0.00], [-0.04, -0.14, -0.34]]
}